(1)
Here is a molecular structure, C18H27BrNO4P2Sr at a distorted geometry from the Open Molecules 2025 dataset. Energies are from ωB97M-V/def2-TZVPD.

Properties
Orbital gap = 8.818 eV
Total charge = +1
HOMO level = -0.412 hartree
F_max = 3.32 eV/Å
Spin multiplicity = 1
ΔE to the lowest compared entry with this formula, charge and spin = 58.7 kcal per mole
E_tot = -4345.1189 hartree

Atoms and positions in Å:
Sr1 0.264 0.564 -0.298
P1 2.623 -1.186 -0.239
C1 2.250 -0.775 -1.972
C2 1.058 -1.402 -2.613
N1 -0.140 -0.998 -2.143
C3 -1.267 -1.437 -2.710
C4 -1.251 -2.405 -3.712
C5 -0.033 -2.892 -4.163
C6 1.134 -2.394 -3.597
C7 -2.605 -0.898 -2.232
P2 -2.585 0.745 -1.410
H1 2.096 -2.775 -3.947
H2 -2.203 -2.729 -4.125
H3 -0.020 -3.633 -4.963
H4 -3.308 -0.865 -3.080
H5 -3.024 -1.608 -1.496
H6 2.159 0.485 -2.015
H7 3.141 -1.095 -2.500
H8 0.862 2.673 -1.183
O1 1.633 1.830 -1.777
H9 1.916 2.280 -2.629
H10 -0.003 2.434 0.656
O2 0.108 3.013 -0.499
H11 -0.322 3.876 -0.657
C8 -2.814 1.814 -2.879
H12 -3.765 1.599 -3.384
H13 -2.815 2.866 -2.561
H14 -1.991 1.663 -3.589
C9 -4.280 0.798 -0.720
H15 -4.312 1.617 0.013
H16 -5.045 0.982 -1.487
H17 -4.505 -0.139 -0.193
C10 2.523 -3.003 -0.103
H18 3.495 -3.477 -0.288
H19 2.223 -3.259 0.930
H20 1.773 -3.417 -0.784
C11 4.422 -0.952 -0.093
H21 4.651 -0.677 0.949
H22 4.973 -1.870 -0.329
H23 4.752 -0.139 -0.748
Br1 0.450 3.919 4.121
C12 0.043 2.237 4.860
C13 -0.017 2.115 6.263
C14 -0.217 0.861 6.861
C15 -0.387 -0.269 6.046
C16 -0.356 -0.127 4.650
C17 -0.166 1.119 4.022
C18 -0.016 1.150 2.538
O3 0.391 0.078 2.015
O4 -0.344 2.188 1.792
H24 0.108 3.002 6.887
H25 -0.230 0.787 7.955
H26 -0.530 -1.252 6.520
H27 -0.498 -1.024 4.044

---

(2)
Here is 3 unconnected molecules or ions with the total composition C18H27FN8P at a distorted geometry from the Open Molecules 2025 dataset. Energies are from ωB97M-V/def2-TZVPD.

Properties
Orbital gap = 7.471 eV
Total charge = +1
HOMO level = -0.421 hartree
F_max = 8.53 eV/Å
Spin multiplicity = 1
ΔE to the lowest compared entry with this formula, charge and spin = 181.8 kcal per mole
E_tot = -1580.7704 hartree

Atoms and positions in Å:
C1 -0.901 3.629 2.709
C2 -1.440 4.351 1.334
N1 -1.866 5.683 1.296
C3 -1.500 3.445 -0.033
N2 -0.229 3.472 -0.867
P1 0.493 5.090 -1.274
N3 0.940 5.205 -2.825
C4 0.364 2.278 -1.297
N4 1.610 2.120 -2.162
C5 1.949 0.662 -2.378
N5 0.829 -0.053 -1.602
C6 0.735 -1.590 -1.490
C7 0.975 -1.901 0.134
C8 2.413 -1.213 0.629
F1 3.305 -2.215 1.317
N6 -0.091 0.836 -1.007
H1 -1.302 4.216 3.641
H2 -1.362 2.540 2.778
H3 0.265 3.525 2.658
H4 -2.197 5.911 0.311
H5 -1.859 2.370 0.264
H6 -2.349 3.918 -0.724
H7 -0.427 6.156 -0.945
H8 1.709 5.210 -0.469
H9 0.694 4.319 -3.323
H10 2.830 0.143 -2.979
H11 1.686 -2.028 -2.040
H12 -0.281 -2.014 -1.892
H13 0.122 -1.380 0.787
H14 0.998 -3.044 0.383
H15 3.050 -0.791 -0.265
H16 2.236 -0.297 1.369
H17 -0.943 0.520 -0.455
N7 -0.774 -0.641 3.833
C9 0.302 -0.896 4.609
C10 0.426 -0.466 5.921
C11 -0.616 0.273 6.472
C12 -1.737 0.553 5.697
C13 -1.770 0.077 4.396
H18 1.090 -1.473 4.133
H19 1.312 -0.702 6.498
H20 -0.555 0.627 7.497
H21 -2.565 1.127 6.097
H22 -2.624 0.266 3.753
N8 0.375 -4.258 -3.498
C14 1.001 -4.532 -4.663
C15 0.489 -5.381 -5.632
C16 -0.739 -5.989 -5.391
C17 -1.407 -5.727 -4.200
C18 -0.816 -4.861 -3.294
H23 1.957 -4.036 -4.803
H24 1.034 -5.563 -6.551
H25 -1.172 -6.661 -6.127
H26 -2.365 -6.186 -3.982
H27 -1.300 -4.622 -2.351

---

(3)
Here is a single C18H27N3O2 molecule from the Open Molecules 2025 dataset. Energies are from ωB97M-V/def2-TZVPD.

Properties
Orbital gap = 8.582 eV
Total charge = 0
HOMO level = -0.293 hartree
SMILES string = COc1cccc(NC(=O)N2CCC(N3CCCCC3)CC2)c1
F_max = 0.53 eV/Å
Spin multiplicity = 1
ΔE to the lowest compared entry with this formula, charge and spin = 47.8 kcal per mole
E_tot = -1016.8505 hartree

Atoms and positions in Å:
C1 6.310 -1.159 1.797
H1 6.442 -0.485 0.945
O1 5.945 -2.453 1.380
C2 4.773 -2.609 0.705
C3 3.908 -1.568 0.396
C4 2.732 -1.829 -0.299
C5 2.428 -3.131 -0.688
C6 3.296 -4.162 -0.376
C7 4.463 -3.913 0.316
H2 5.149 -4.706 0.566
H3 3.056 -5.170 -0.677
H4 1.516 -3.334 -1.232
N1 1.835 -0.819 -0.654
C8 1.856 0.508 -0.290
O2 2.615 0.970 0.540
N2 0.966 1.309 -0.956
C9 0.684 2.619 -0.396
H5 1.083 3.395 -1.060
C10 -0.828 2.806 -0.201
H6 -1.016 3.469 0.642
H7 -1.271 3.258 -1.089
C11 -1.480 1.440 0.072
N3 -2.791 1.600 0.650
C12 -3.863 2.171 -0.135
C13 -4.782 1.148 -0.824
C14 -5.290 0.128 0.190
C15 -4.102 -0.512 0.901
C16 -3.264 0.587 1.565
H8 -2.408 0.152 2.085
H9 -3.891 1.091 2.312
H10 -3.493 -1.060 0.179
H11 -4.445 -1.217 1.660
H12 -5.894 -0.632 -0.309
H13 -5.921 0.631 0.927
H14 -4.246 0.624 -1.617
H15 -5.619 1.679 -1.282
H16 -3.440 2.851 -0.875
H17 -4.479 2.767 0.551
C17 -1.370 0.587 -1.216
H18 -1.440 -0.472 -0.958
C18 -0.033 0.896 -1.913
H19 -0.164 1.737 -2.602
H20 0.316 0.054 -2.515
H21 -2.184 0.828 -1.897
H22 -0.873 0.955 0.848
H23 1.215 2.678 0.556
H24 1.056 -1.143 -1.204
H25 4.115 -0.555 0.688
H26 7.259 -1.275 2.317
H27 5.569 -0.733 2.481

---

(4)
Here is a single C18H27N3O5 molecule from the Open Molecules 2025 dataset. Energies are from ωB97M-V/def2-TZVPD.

Properties
Orbital gap = 8.362 eV
Total charge = 0
HOMO level = -0.287 hartree
SMILES string = CCOC(=O)N1CCN(CCC(=O)Nc2ccc(OC)cc2OC)CC1
F_max = 0.60 eV/Å
Spin multiplicity = 1
ΔE to the lowest compared entry with this formula, charge and spin = 59.8 kcal per mole
E_tot = -1242.5809 hartree

Atoms and positions in Å:
C1 -5.778 -3.740 0.083
C2 -5.182 -2.979 -1.094
H1 -5.979 -2.505 -1.676
H2 -4.596 -3.641 -1.735
O1 -4.263 -1.979 -0.665
C3 -4.819 -0.812 -0.251
O2 -6.006 -0.578 -0.300
N1 -3.899 0.046 0.237
C4 -2.467 -0.157 0.180
H3 -2.259 -1.163 -0.177
C5 -1.842 0.885 -0.760
N2 -2.178 2.253 -0.405
C6 -1.508 2.771 0.778
C7 0.002 2.885 0.552
C8 0.724 1.598 0.936
O3 0.315 0.855 1.804
N3 1.866 1.403 0.228
C9 2.801 0.364 0.332
C10 2.670 -0.713 1.196
C11 3.634 -1.699 1.238
C12 4.753 -1.628 0.414
C13 4.896 -0.553 -0.460
C14 3.928 0.438 -0.504
O4 3.980 1.535 -1.332
C15 5.080 1.674 -2.197
H4 5.142 0.842 -2.905
H5 4.907 2.599 -2.745
H6 6.020 1.755 -1.643
H7 5.757 -0.488 -1.103
O5 5.650 -2.648 0.529
C16 6.803 -2.634 -0.274
H8 7.425 -1.754 -0.073
H9 6.555 -2.669 -1.340
H10 7.359 -3.531 -0.007
H11 3.539 -2.537 1.908
H12 1.806 -0.767 1.835
H13 2.127 2.096 -0.459
H14 0.197 3.153 -0.487
H15 0.399 3.673 1.196
H16 -1.921 3.766 0.960
H17 -1.666 2.162 1.679
C17 -3.623 2.395 -0.356
C18 -4.293 1.392 0.596
H18 -5.380 1.456 0.522
H19 -3.989 1.587 1.630
H20 -3.872 3.415 -0.058
H21 -4.002 2.227 -1.368
H22 -0.759 0.764 -0.767
H23 -2.213 0.717 -1.776
H24 -2.047 -0.045 1.186
H25 -4.987 -4.170 0.692
H26 -6.420 -4.535 -0.284
H27 -6.368 -3.062 0.695

---

(5)
Here is a single C18H27N3O7S molecule at a distorted geometry from the Open Molecules 2025 dataset. Energies are from ωB97M-V/def2-TZVPD.

Properties
Orbital gap = 9.155 eV
Total charge = 0
HOMO level = -0.314 hartree
SMILES string = CCOC(=O)N1CCN(C(=O)CN(C)S(=O)(=O)c2ccc(OC)c(OC)c2)CC1
F_max = 1.03 eV/Å
Spin multiplicity = 1
ΔE to the lowest compared entry with this formula, charge and spin = 0.7 kcal per mole
E_tot = -1791.2338 hartree

Atoms and positions in Å:
C1 -7.909 -1.420 1.682
C2 -7.282 -0.217 1.003
H1 -7.434 0.696 1.590
H2 -7.709 -0.053 0.007
O1 -5.882 -0.458 0.875
C3 -5.173 0.555 0.326
O2 -5.675 1.581 -0.075
N1 -3.845 0.301 0.310
C4 -2.948 1.200 -0.379
H3 -3.485 2.125 -0.590
H4 -2.085 1.399 0.263
C5 -2.465 0.547 -1.683
N2 -1.899 -0.756 -1.412
C6 -0.599 -1.096 -1.468
O3 -0.195 -2.204 -1.157
C7 0.369 -0.085 -2.086
N3 0.472 1.135 -1.314
S1 0.805 0.904 0.326
O4 0.885 2.217 0.897
O5 -0.201 0.022 0.839
C8 2.406 0.125 0.389
C9 2.525 -1.236 0.237
C10 3.794 -1.802 0.242
C11 4.923 -1.012 0.398
C12 4.781 0.391 0.560
C13 3.514 0.945 0.547
H5 3.342 2.000 0.682
O6 5.935 1.085 0.714
C14 5.852 2.475 0.924
H6 5.409 2.986 0.063
H7 6.879 2.812 1.054
H8 5.274 2.713 1.822
O7 6.198 -1.467 0.417
C15 6.421 -2.852 0.294
H9 7.501 -2.978 0.351
H10 6.062 -3.234 -0.666
H11 5.948 -3.409 1.108
H12 3.886 -2.869 0.123
H13 1.645 -1.848 0.117
C16 1.316 2.139 -1.919
H14 0.860 2.484 -2.848
H15 2.323 1.761 -2.134
H16 1.377 2.968 -1.219
H17 0.029 0.169 -3.096
H18 1.344 -0.590 -2.171
C17 -2.820 -1.639 -0.720
H19 -2.305 -2.581 -0.534
C18 -3.251 -0.985 0.597
H20 -3.967 -1.610 1.127
H21 -2.359 -0.822 1.210
H22 -3.692 -1.810 -1.360
H23 -1.735 1.196 -2.158
H24 -3.323 0.407 -2.353
H25 -7.742 -2.315 1.088
H26 -8.978 -1.261 1.792
H27 -7.468 -1.568 2.663

---

(6)
Here is 9 unconnected molecules or ions with the total composition C18H27N9 from the Open Molecules 2025 dataset. Energies are from ωB97M-V/def2-TZVPD.

Properties
Orbital gap = 11.436 eV
Total charge = 0
HOMO level = -0.413 hartree
SMILES string = CC#N.CC#N.CC#N.CC#N.CC#N.CC#N.CC#N.CC#N.CC#N
F_max = 0.92 eV/Å
Spin multiplicity = 1
ΔE to the lowest compared entry with this formula, charge and spin = 8.6 kcal per mole
E_tot = -1194.8020 hartree

Atoms and positions in Å:
C1 3.278 2.984 16.655
C2 4.226 4.029 16.235
N1 4.946 4.845 15.876
H1 2.731 3.410 17.495
H2 3.775 2.064 16.949
H3 2.599 2.745 15.841
C3 6.790 6.965 17.572
C4 7.937 6.260 17.021
N2 8.870 5.738 16.604
H4 7.151 7.794 18.181
H5 6.179 6.300 18.179
H6 6.158 7.365 16.784
C5 4.819 12.329 15.802
C6 4.822 13.368 14.772
N3 4.818 14.200 13.985
H7 5.816 11.895 15.837
H8 4.086 11.559 15.576
H9 4.555 12.748 16.770
C7 4.261 7.744 20.138
C8 2.975 8.399 19.885
N4 1.932 8.858 19.735
H10 4.616 8.007 21.133
H11 5.042 8.037 19.443
H12 4.072 6.674 20.071
C9 4.593 6.756 11.555
C10 3.487 6.328 12.421
N5 2.600 5.995 13.068
H13 4.496 6.197 10.625
H14 5.553 6.544 12.015
H15 4.464 7.818 11.365
C11 2.529 12.171 18.835
C12 1.896 11.818 17.575
N6 1.415 11.493 16.584
H16 1.891 11.933 19.684
H17 2.855 13.206 18.856
H18 3.386 11.494 18.933
C13 3.004 8.008 15.636
C14 3.805 8.843 16.521
N7 4.469 9.503 17.189
H19 3.395 7.010 15.435
H20 3.060 8.502 14.662
H21 1.963 7.890 15.923
C15 -0.610 8.761 17.649
C16 -0.826 8.181 16.310
N8 -0.999 7.705 15.278
H22 0.288 8.329 18.086
H23 -1.447 8.551 18.307
H24 -0.448 9.827 17.502
C17 3.043 10.273 10.108
C18 2.913 10.114 11.545
N9 2.804 9.965 12.676
H25 2.782 9.321 9.647
H26 4.059 10.591 9.880
H27 2.361 11.040 9.742

---

(7)
Here is a molecular structure, C18H27N9OPb from the Open Molecules 2025 dataset. Energies are from ωB97M-V/def2-TZVPD.

Properties
Orbital gap = 7.669 eV
Total charge = +2
HOMO level = -0.508 hartree
F_max = 0.47 eV/Å
Spin multiplicity = 1
E_tot = -1462.5297 hartree

Atoms and positions in Å:
Pb1 -0.120 0.228 0.454
C1 -0.619 -1.482 4.799
C2 -0.203 -1.625 3.368
O1 0.189 -0.637 2.710
N1 -0.229 -2.850 2.825
C3 0.330 -3.157 1.517
C4 -0.681 -3.182 0.392
C5 -1.288 -4.366 0.017
C6 -2.224 -4.360 -1.008
C7 -2.529 -3.167 -1.639
C8 -1.881 -2.024 -1.218
N2 -0.975 -2.025 -0.230
H1 -1.003 -0.480 4.966
H2 0.265 -1.625 5.424
H3 -1.365 -2.221 5.087
H4 -0.550 -3.610 3.403
H5 0.815 -4.129 1.583
H6 1.120 -2.436 1.315
H7 -1.023 -5.288 0.519
H8 -2.706 -5.281 -1.310
H9 -3.252 -3.116 -2.442
H10 -2.096 -1.067 -1.686
C9 1.937 -0.012 -2.119
N3 2.064 0.049 -0.621
C10 2.800 1.320 -0.282
N4 4.092 1.365 -0.919
C11 3.906 1.278 -2.375
N5 3.228 0.031 -2.759
C12 4.033 -1.104 -2.284
N6 4.220 -1.061 -0.826
C13 2.926 -1.103 -0.191
C14 4.881 0.206 -0.475
H11 1.334 0.841 -2.440
H12 1.420 -0.940 -2.376
H13 2.915 1.368 0.804
H14 2.188 2.162 -0.618
H15 4.881 1.313 -2.858
H16 3.319 2.131 -2.717
H17 5.009 -1.071 -2.766
H18 3.543 -2.038 -2.559
H19 3.039 -1.054 0.895
H20 2.412 -2.027 -0.466
H21 5.858 0.239 -0.955
H22 5.024 0.255 0.605
N7 -2.463 5.578 -1.080
C15 -2.096 4.365 -1.538
C16 -1.466 3.415 -0.703
N8 -1.110 2.237 -1.175
C17 -1.364 1.951 -2.459
C18 -1.986 2.887 -3.264
N9 -2.348 4.083 -2.816
H23 -2.285 5.873 -0.138
H24 -2.884 6.229 -1.720
H25 -1.260 3.635 0.341
H26 -1.062 0.986 -2.853
H27 -2.197 2.667 -4.304

---

(8)
Here is a molecular structure, C18H27O14Pt at a distorted geometry from the Open Molecules 2025 dataset. Energies are from ωB97M-V/def2-TZVPD.

Properties
<S²> = 2.007
Orbital gap (alpha / beta) = 5.104 / 3.570 eV
Total charge = +1
HOMO level (alpha / beta) = -0.472 / -0.472 hartree
F_max = 1.74 eV/Å
Spin multiplicity = 3
ΔE to the lowest compared entry with this formula, charge and spin = 59.4 kcal per mole
E_tot = -1874.3637 hartree

Atoms and positions in Å:
Pt1 -22.813 -12.005 -4.834
C1 -18.863 -12.481 -5.390
C2 -20.269 -12.264 -4.985
O1 -20.956 -13.172 -4.419
O2 -20.936 -11.235 -5.338
H1 -18.344 -12.721 -4.458
H2 -18.494 -11.671 -6.011
H3 -18.739 -13.393 -5.982
C3 -21.743 -16.680 -5.631
C4 -20.422 -17.221 -6.111
C5 -20.426 -18.660 -6.644
O3 -19.463 -18.605 -7.689
C6 -19.247 -17.322 -8.049
O4 -18.536 -16.971 -8.929
O5 -19.985 -16.487 -7.259
H4 -22.104 -17.317 -4.822
H5 -22.480 -16.740 -6.433
H6 -21.582 -15.645 -5.336
H7 -19.627 -17.155 -5.361
H8 -21.399 -18.913 -7.071
H9 -20.150 -19.349 -5.851
C7 -17.678 -10.872 -9.309
C8 -18.017 -9.618 -8.550
C9 -16.785 -8.772 -8.136
O6 -17.066 -7.472 -8.590
C10 -18.104 -7.493 -9.458
O7 -18.510 -6.561 -10.058
O8 -18.613 -8.746 -9.540
H10 -18.524 -11.243 -9.891
H11 -17.438 -11.706 -8.634
H12 -16.843 -10.748 -9.995
H13 -18.765 -9.820 -7.783
H14 -15.901 -9.175 -8.632
H15 -16.633 -8.800 -7.058
C11 -20.850 -15.055 -1.768
C12 -20.491 -15.769 -0.488
C13 -21.352 -17.008 -0.173
O9 -20.376 -17.972 0.251
C14 -19.118 -17.548 -0.065
O10 -18.136 -18.150 0.184
O11 -19.193 -16.364 -0.715
H16 -21.170 -15.814 -2.475
H17 -20.082 -14.394 -2.167
H18 -21.639 -14.320 -1.555
H19 -20.395 -15.128 0.387
H20 -21.984 -17.367 -0.980
H21 -21.927 -16.819 0.733
C15 -15.694 -14.470 -4.905
C16 -15.206 -13.033 -4.811
C17 -14.152 -12.808 -3.702
O12 -13.030 -12.276 -4.420
C18 -13.309 -12.172 -5.745
O13 -12.574 -11.706 -6.541
O14 -14.537 -12.692 -6.014
H22 -15.974 -14.680 -5.944
H23 -16.573 -14.687 -4.292
H24 -14.982 -15.270 -4.689
H25 -16.103 -12.440 -4.624
H26 -13.877 -13.729 -3.201
H27 -14.478 -12.012 -3.035